No. 1
This record from the OMol25 dataset describes 6 unconnected molecules or ions with the total composition C7H27O6 in a non-equilibrium geometry. The level of theory is ωB97M-V with the def2-TZVPD basis set.

Each line ends with the natural charge from an NBO analysis.
Element x y z (Å)
O: 0.357 0.646 0.186  -0.84
H: 0.282 -0.295 0.259  0.56
H: -0.036 0.825 1.087  0.56
H: -0.337 0.987 -0.648  0.62
C: 1.214 1.306 -3.301  -0.23
O: 0.273 0.450 -2.784  -0.77
H: 0.886 2.301 -3.028  0.16
H: 1.084 1.303 -4.450  0.18
H: 2.177 1.216 -2.971  0.18
H: -0.111 -0.286 -3.432  0.50
C: -0.698 2.016 2.895  -0.32
O: -0.822 0.531 2.557  -0.78
H: 0.034 2.110 3.907  0.20
H: -1.583 2.243 3.469  0.21
H: -0.267 2.743 2.086  0.24
H: -1.263 0.038 3.143  0.50
C: -2.443 2.920 -0.021  -0.25
O: -1.149 2.948 -0.636  -0.79
H: -3.286 3.127 -0.716  0.19
H: -2.287 3.615 0.771  0.20
H: -2.736 1.734 0.261  0.18
H: -0.812 3.597 -1.169  0.50
C: -2.818 -1.611 0.058  -0.23
O: -2.035 -0.618 -0.483  -0.74
H: -2.449 -2.663 0.161  0.18
H: -3.697 -1.440 -0.503  0.17
H: -3.121 -1.473 0.977  0.16
H: -2.791 -0.055 -1.012  0.48
C: 2.415 -1.777 -0.987  -0.63
C: 2.107 -2.637 0.191  0.09
C: 3.049 -2.553 1.425  -0.62
O: 0.786 -2.345 0.644  -0.77
H: 2.298 -0.656 -0.680  0.19
H: 1.695 -1.807 -1.843  0.23
H: 3.415 -1.739 -1.285  0.23
H: 2.004 -3.578 -0.068  0.17
H: 4.264 -2.711 1.021  0.20
H: 2.977 -3.488 2.024  0.22
H: 3.116 -1.752 2.093  0.22
H: 0.308 -3.172 0.803  0.49

As for the total charge: +1. As for the spin multiplicity: 1. As for the HOMO energy: -13.275 eV. For the electronic energy, the calculation gives -733.82536 hartree. The energy above the lowest of the compared OMol25 structures with the same formula, charge and spin comes out at 142.2 kcal per mole.


No. 2
This record from the OMol25 dataset describes a molecular structure, C7H28HgO7 in a non-equilibrium geometry. The level of theory is ωB97M-V with the def2-TZVPD basis set.

Each line ends with the natural charge from an NBO analysis.
Element x y z (Å)
Hg: 0.081 -0.061 -0.254  1.70
C: -2.536 -2.347 -0.507  -0.26
O: -1.384 -1.726 -1.079  -0.80
H: -3.197 -2.785 -1.255  0.22
H: -2.225 -3.100 0.217  0.19
H: -3.081 -1.624 0.101  0.19
H: -1.248 -2.184 -1.912  0.51
C: 0.548 -3.327 1.125  -0.25
O: 0.573 -1.917 1.187  -0.78
H: 1.457 -3.635 1.642  0.20
H: -0.364 -3.800 1.489  0.20
H: 0.743 -3.506 0.067  0.18
H: 1.296 -1.713 1.785  0.50
C: 3.406 -0.348 0.549  -0.28
O: 2.320 -0.496 -0.371  -0.80
H: 3.154 0.336 1.359  0.20
H: 3.815 -1.332 0.777  0.21
H: 4.161 0.225 0.011  0.21
H: 2.731 -0.646 -1.226  0.50
C: -0.367 0.453 -3.464  -0.27
O: 0.657 0.485 -2.518  -0.79
H: -0.004 -0.199 -4.259  0.19
H: -1.280 -0.054 -3.153  0.19
H: -0.536 1.450 -3.870  0.20
H: 1.487 0.528 -2.999  0.51
C: -2.084 2.465 -0.289  -0.26
O: -1.854 1.115 -0.762  -0.81
H: -3.139 2.721 -0.389  0.21
H: -1.885 2.456 0.782  0.20
H: -1.557 3.214 -0.881  0.20
H: -2.671 0.788 -1.145  0.52
C: 1.735 2.897 0.839  -0.25
O: 1.124 2.174 -0.197  -0.78
H: 1.054 3.540 1.396  0.20
H: 2.152 2.256 1.616  0.17
H: 2.559 3.431 0.367  0.20
H: 1.103 2.670 -1.019  0.51
C: -1.437 0.134 2.699  -0.28
O: -0.299 0.744 2.123  -0.77
H: -2.053 0.966 3.042  0.20
H: -1.931 -0.524 1.985  0.17
H: -1.345 -0.550 3.543  0.21
H: 0.322 0.826 2.850  0.50

As for the total charge: +2. As for the spin multiplicity: 1. As for the HOMO energy: -17.278 eV. For the electronic energy, the calculation gives -962.88268 hartree. The energy above the lowest of the compared OMol25 structures with the same formula, charge and spin comes out at 2.7 kcal per mole.


No. 3
This record from the OMol25 dataset describes 7 unconnected molecules or ions with the total composition C7H28N14O7 in a non-equilibrium geometry. The level of theory is ωB97M-V with the def2-TZVPD basis set.

Each line ends with the natural charge from an NBO analysis.
Element x y z (Å)
C: 1.341 4.187 -1.099  0.78
O: 2.016 3.162 -1.241  -0.72
N: 1.157 5.103 -1.989  -0.80
N: 0.811 4.502 0.065  -0.82
H: 1.734 5.101 -2.818  0.42
H: 0.639 5.940 -1.761  0.39
H: 0.937 3.956 0.905  0.44
H: 0.497 5.460 0.120  0.36
C: -2.547 -2.560 2.798  0.73
O: -2.530 -3.738 2.664  -0.67
N: -1.885 -1.707 2.107  -0.83
N: -3.208 -1.939 3.677  -0.80
H: -1.290 -2.153 1.423  0.40
H: -1.867 -0.740 2.396  0.39
H: -3.694 -2.289 4.490  0.41
H: -3.207 -0.930 3.630  0.36
C: -1.972 -2.492 -1.999  0.77
O: -1.307 -3.504 -1.914  -0.71
N: -2.681 -2.156 -3.064  -0.83
N: -2.128 -1.492 -1.119  -0.86
H: -3.167 -1.271 -3.074  0.40
H: -2.718 -2.893 -3.754  0.40
H: -1.415 -1.352 -0.417  0.43
H: -2.998 -0.989 -1.226  0.38
C: 0.871 0.220 -0.262  0.78
O: 0.163 -0.714 0.088  -0.82
N: 1.228 1.196 0.449  -0.82
N: 1.447 0.335 -1.410  -0.82
H: 1.459 1.975 -0.151  0.42
H: 0.686 1.254 1.299  0.39
H: 1.942 1.164 -1.705  0.42
H: 1.362 -0.421 -2.074  0.43
C: -0.471 4.417 3.311  0.78
O: -0.238 3.517 2.519  -0.70
N: -0.713 4.316 4.609  -0.81
N: -0.491 5.728 3.089  -0.84
H: -0.633 5.228 5.035  0.39
H: -0.472 3.415 4.997  0.41
H: -0.435 5.969 2.110  0.39
H: -0.666 6.493 3.725  0.40
C: 1.917 -2.195 -4.117  0.78
O: 1.548 -1.140 -3.697  -0.70
N: 3.160 -2.434 -4.458  -0.83
N: 1.056 -3.225 -4.349  -0.84
H: 3.511 -3.233 -4.965  0.40
H: 3.702 -1.586 -4.368  0.41
H: 1.499 -4.046 -4.736  0.38
H: 0.089 -3.180 -4.060  0.43
C: 0.984 -3.888 1.620  0.68
O: 0.992 -4.785 2.399  -0.09
N: 1.219 -4.042 0.355  -0.72
N: 0.946 -2.692 2.009  -0.70
H: 0.875 -3.385 -0.331  0.45
H: 1.380 -4.973 0.000  0.42
H: 1.059 -1.929 1.358  0.46
H: 0.510 -2.565 2.911  0.43

The expectation value of S² is 0.76. As for the total charge: +1. As for the spin multiplicity: 2. As for the HOMO energy (alpha / beta): -11.696 / -11.690 eV. For the electronic energy, the calculation gives -1576.64866 hartree. The energy above the lowest of the compared OMol25 structures with the same formula, charge and spin comes out at 0.0 kcal per mole.


No. 4
This record from the OMol25 dataset describes a molecular structure, C7H28N14O7Pb in a non-equilibrium geometry. The level of theory is ωB97M-V with the def2-TZVPD basis set.

Each line ends with the natural charge from an NBO analysis.
Element x y z (Å)
Pb: -0.065 -0.551 0.113  1.82
C: -0.560 1.440 -2.846  0.75
O: 0.197 1.154 -1.932  -0.57
N: -1.769 1.829 -2.677  -0.79
N: -0.241 1.567 -4.051  -0.75
H: -1.980 2.124 -1.734  0.42
H: -2.374 2.097 -3.439  0.41
H: -0.687 2.183 -4.715  0.43
H: 0.717 1.272 -4.176  0.41
C: -2.525 2.098 1.274  0.77
O: -2.168 1.181 0.478  -0.75
N: -3.591 2.049 2.012  -0.78
N: -1.886 3.177 1.419  -0.77
H: -3.688 2.816 2.663  0.39
H: -4.158 1.229 2.173  0.43
H: -2.320 3.866 2.017  0.40
H: -1.136 3.435 0.793  0.43
C: 3.581 -1.365 0.913  0.77
O: 2.413 -0.994 0.966  -0.68
N: 4.184 -1.978 -0.047  -0.80
N: 4.363 -0.874 1.779  -0.75
H: 3.604 -2.285 -0.815  0.41
H: 5.093 -2.408 0.048  0.43
H: 5.308 -0.746 1.444  0.41
H: 3.943 -0.197 2.400  0.41
C: -2.324 -1.498 -2.522  0.79
O: -1.836 -1.219 -1.432  -0.73
N: -1.597 -1.911 -3.549  -0.82
N: -3.536 -1.369 -2.775  -0.77
H: -2.028 -2.371 -4.337  0.41
H: -0.593 -1.835 -3.476  0.42
H: -4.069 -1.783 -3.527  0.42
H: -4.184 -0.885 -2.170  0.42
C: 1.412 1.972 2.214  0.78
O: 0.948 1.615 1.136  -0.63
N: 1.009 1.505 3.371  -0.79
N: 2.329 2.891 2.316  -0.81
H: 0.341 0.749 3.417  0.43
H: 1.431 1.842 4.224  0.42
H: 2.974 2.857 3.092  0.41
H: 2.592 3.656 1.711  0.44
C: -1.586 -0.796 3.663  0.79
O: -0.994 -0.723 2.576  -0.78
N: -1.913 0.284 4.356  -0.81
N: -1.778 -1.954 4.245  -0.79
H: -1.813 1.227 4.009  0.41
H: -2.309 0.149 5.276  0.42
H: -1.258 -2.708 3.820  0.42
H: -2.482 -2.130 4.948  0.43
C: 1.780 -2.136 -2.848  0.77
O: 1.018 -1.527 -2.069  -0.77
N: 1.409 -3.200 -3.438  -0.79
N: 3.069 -1.868 -2.977  -0.82
H: 0.556 -3.698 -3.225  0.43
H: 2.084 -3.773 -3.924  0.41
H: 3.567 -2.336 -3.720  0.42
H: 3.529 -1.146 -2.441  0.42

The expectation value of S² is 0.76. As for the total charge: +3. As for the spin multiplicity: 2. As for the HOMO energy (alpha / beta): -17.826 / -17.613 eV. For the electronic energy, the calculation gives -1768.92198 hartree. The energy above the lowest of the compared OMol25 structures with the same formula, charge and spin comes out at 0.0 kcal per mole.


No. 5
This record from the OMol25 dataset describes 9 unconnected molecules or ions with the total composition C7H29NO8 in a non-equilibrium geometry. The level of theory is ωB97M-V with the def2-TZVPD basis set.

Each line ends with the natural charge from an NBO analysis.
Element x y z (Å)
C: 0.439 -0.201 0.256  -0.64
C: 0.762 0.088 -1.195  -0.05
C: 0.262 -0.990 -2.165  -0.45
C: 0.901 -2.364 -1.907  -0.04
C: 0.202 -3.338 -1.326  -0.35
C: 3.329 -1.672 -2.302  -0.40
C: 2.347 -2.544 -2.091  -0.20
N: -0.002 1.344 -1.563  -0.82
H: -0.549 -0.570 0.529  0.21
H: 0.655 0.781 0.707  0.22
H: 1.173 -0.906 0.649  0.22
H: 1.824 0.263 -1.340  0.20
H: -0.811 -1.136 -1.957  0.20
H: 0.310 -0.740 -3.224  0.21
H: -0.865 -3.271 -1.157  0.20
H: 0.609 -4.315 -1.091  0.19
H: 3.136 -0.697 -2.746  0.19
H: 4.359 -2.007 -2.227  0.21
H: 2.590 -3.577 -1.853  0.20
H: -0.894 1.252 -1.093  0.33
H: -0.084 1.253 -2.565  0.36
H: -1.684 -0.784 2.743  0.45
H: -1.982 -0.640 4.258  0.49
O: -1.361 -0.999 3.617  -0.94
H: -3.735 1.753 0.045  0.48
H: -2.818 1.333 -0.830  0.48
O: -2.776 1.593 0.111  -0.95
H: -3.969 1.573 2.991  0.49
H: -3.037 0.501 2.218  0.48
O: -3.508 0.734 3.019  -0.97
H: -1.243 2.315 1.184  0.48
H: -1.764 3.643 0.718  0.47
O: -1.183 3.259 1.379  -0.95
H: 1.204 3.109 -3.159  0.47
H: 0.261 4.189 -3.002  0.47
O: 0.274 3.289 -3.355  -0.93
H: -3.008 -3.104 1.152  0.46
H: -1.956 -2.701 2.102  0.48
O: -2.045 -3.053 1.204  -0.94
H: 3.276 -1.838 1.546  0.47
H: 2.588 -0.821 2.522  0.48
O: 3.381 -1.334 2.354  -0.94
H: 1.520 3.321 2.812  0.47
H: 1.648 4.246 1.711  0.47
O: 2.225 3.764 2.321  -0.93

As for the spin multiplicity: 1. As for the HOMO energy: -8.768 eV. For the electronic energy, the calculation gives -940.67953 hartree. The energy above the lowest of the compared OMol25 structures with the same formula, charge and spin comes out at 78.9 kcal per mole.


No. 6
This record from the OMol25 dataset describes 9 unconnected molecules or ions with the total composition C7H29O9 in a non-equilibrium geometry. The level of theory is ωB97M-V with the def2-TZVPD basis set.

Each line ends with the natural charge from an NBO analysis.
Element x y z (Å)
C: 0.951 -3.431 -0.568  -0.07
O: -0.392 -3.634 -1.054  -0.74
C: 1.333 -1.957 -0.460  -0.41
C: 0.917 -1.306 0.899  -0.43
C: -0.375 -0.589 0.904  -0.58
C: -1.709 2.948 -0.035  -0.63
C: -1.771 1.515 0.519  -0.54
C: -0.620 0.754 0.592  -0.20
H: 1.621 -3.867 -1.309  0.17
H: 0.984 -3.958 0.388  0.16
H: 0.866 -1.382 -1.254  0.18
H: 2.418 -1.959 -0.531  0.20
H: 1.765 -0.684 1.217  0.19
H: 1.025 -2.149 1.590  0.20
H: -0.935 -2.976 -0.601  0.47
H: -1.271 -1.113 1.258  0.18
H: -0.991 3.626 0.443  0.17
H: -2.674 3.449 -0.059  0.20
H: -1.352 2.791 -1.058  0.19
H: -2.687 1.214 1.019  0.19
H: 0.245 1.257 0.126  0.15
H: -1.722 -0.759 -0.819  0.50
H: -2.971 -0.162 -1.316  0.48
O: -2.474 -0.978 -1.413  -0.98
H: 1.356 1.273 -3.290  0.49
H: 0.344 1.303 -2.185  0.47
O: 0.834 1.896 -2.765  -0.96
H: 0.070 2.560 2.742  0.47
H: -1.336 2.748 2.719  0.49
O: -0.649 2.605 3.395  -0.95
H: 0.873 -1.671 -3.214  0.46
H: 0.025 -0.835 -4.172  0.50
O: 0.907 -1.270 -4.087  -0.99
H: -1.455 -0.444 -2.862  0.50
H: -1.363 1.007 -3.304  0.48
O: -1.374 0.117 -3.672  -0.98
H: 1.078 -0.548 4.044  0.51
H: 2.609 -0.925 3.458  0.47
O: 2.036 -0.680 4.176  -1.02
H: -0.878 -0.407 2.925  0.49
H: -0.545 0.715 3.802  0.49
O: -0.685 -0.246 3.876  -0.99
H: 2.487 2.345 -0.731  0.48
H: 2.467 1.918 0.728  0.47
O: 3.014 1.888 -0.063  -0.95

As for the total charge: -1. As for the spin multiplicity: 1. As for the HOMO energy: -3.083 eV. For the electronic energy, the calculation gives -961.25309 hartree. The energy above the lowest of the compared OMol25 structures with the same formula, charge and spin comes out at 49.0 kcal per mole.